1.
Below is C19H15MnN3O3S4Se2 as an isolated structure, with properties calculated with ωB97M-V/def2-TZVPD.

```
47
Properties=species:S:1:pos:R:3:lowdin_charge:R:1
Se -2.7095 -1.3601 1.1372 0.76
Se -1.6804 -2.7195 2.6938 0.71
Mn 0.2179 -0.6291 0.4416 0.54
S 1.2908 -2.7243 0.9357 0.79
S 2.5959 -0.5983 -0.4862 0.75
S -1.7011 1.2654 -1.4506 0.67
S 1.8091 2.4735 0.3429 0.70
O 3.7036 -2.9435 0.0778 -0.15
O -1.3402 0.5938 -2.6663 -0.27
O -2.9575 0.9160 -0.8449 -0.33
N -0.4014 1.1227 -0.3424 -0.23
N -0.8670 -1.7667 -0.9357 -0.11
N 0.1114 -0.4801 2.6115 -0.08
C -1.2064 -2.9413 -2.9688 -0.01
C 0.9777 -0.8579 5.2270 -0.02
C -2.0026 5.1946 -2.3581 -0.04
C -2.0948 -2.1177 -0.5333 -0.62
C -1.5559 2.9981 -1.6330 -0.23
C 1.4984 0.1672 4.4574 -0.02
C -2.4799 -3.3001 -2.5552 -0.01
C -2.3889 3.8627 -2.3111 -0.02
C 0.0016 4.7264 -1.0792 -0.01
C -0.8188 5.6169 -1.7566 -0.04
C 2.6724 -2.1557 0.1232 -1.21
C -2.9373 -2.8829 -1.3125 -0.06
C -0.3895 3.3997 -1.0118 -0.24
C -0.0022 -1.6674 4.6836 -0.10
C 0.3010 2.2915 -0.3120 -0.81
C 4.9023 -2.4919 -0.6042 -0.04
C 1.0350 0.3286 3.1688 -0.11
C -0.4264 -2.1726 -2.1311 -0.11
C -0.3923 -1.4608 3.3723 -0.68
H -0.4713 -2.4524 5.2608 0.11
H -0.8236 -3.2428 -3.9335 0.12
H 5.3722 -1.6931 -0.0347 0.10
H -3.9262 -3.1332 -0.9561 0.12
H 1.3987 1.1265 2.5442 0.04
H -3.1182 -3.8976 -3.1949 0.13
H 1.3178 -1.0187 6.2429 0.13
H 4.6585 -2.1391 -1.6038 0.09
H 0.5661 -1.8498 -2.4147 0.12
H 5.5502 -3.3573 -0.6509 0.10
H -2.6310 5.9113 -2.8703 0.12
H -0.5352 6.6610 -1.8168 0.12
H -3.2981 3.5162 -2.7871 0.13
H 2.2543 0.8391 4.8406 0.12
H 0.9204 5.0427 -0.6056 0.10
```

Values from the calculation:
Net charge: +1
Lowest unoccupied orbital energy (spin up / spin down): -5.40 / -3.44 eV
ΔE to the lowest compared entry with this formula, charge and spin: 0.0 kcal/mol
Spin multiplicity: 5
<S²>: 6.291
E_HOMO (spin up / spin down): -11.07 / -11.08 eV
Orbital gap (spin up / spin down): 5.67 / 7.63 eV
Energy: -235908.500 eV

---

2.
Below is a 2-piece molecular cluster, CH6N3O3 overall in a non-equilibrium geometry, with properties calculated with ωB97M-V/def2-TZVPD.

```
13
Properties=species:S:1:pos:R:3:lowdin_charge:R:1
O 0.2511 -0.1747 1.4933 0.01
O 0.5391 -1.9529 0.9465 -0.06
O 1.6022 -2.5283 1.5134 0.02
N 0.6062 0.4333 0.3614 0.01
N -0.0849 1.6570 -1.5574 0.22
N -1.4917 0.2025 -0.3331 0.27
C -0.3732 0.8117 -0.5434 -0.36
H -0.7346 1.9010 -2.2635 0.12
H -1.5856 -0.4063 0.4348 0.12
H 1.4815 -3.2579 2.1559 0.14
H 1.5773 0.4202 0.0399 0.19
H -2.2895 0.4137 -0.8986 0.15
H 0.5021 2.4807 -1.3492 0.16
```

Values from the calculation:
Net charge: +1
Lowest unoccupied orbital energy (spin up / spin down): -4.66 / -5.44 eV
ΔE to the lowest compared entry with this formula, charge and spin: 30.8 kcal/mol
Spin multiplicity: 1
E_HOMO (spin up / spin down): -14.49 / -14.52 eV
Orbital gap (spin up / spin down): 9.83 / 9.07 eV
Energy: -11733.904 eV

---

3.
Below is a 4-piece molecular cluster, C6H19BrNO3 overall in a non-equilibrium geometry, with properties calculated with ωB97M-V/def2-TZVPD.

```
30
Properties=species:S:1:pos:R:3:lowdin_charge:R:1
Br 3.0118 1.9678 2.4238 -0.92
O -1.5050 0.9845 -3.5625 -0.21
O -0.9402 2.3623 5.1018 -0.12
O 0.8932 -2.1711 1.5792 -0.13
N 1.8004 -0.1775 -2.1937 0.03
C 0.8089 -3.1576 2.6065 -0.17
C -0.5544 0.4424 -2.6075 -0.17
C -2.8402 1.0783 -3.0442 -0.12
C 1.0515 -0.5105 -4.4265 -0.09
C -0.7904 1.6666 6.2885 -0.20
C 0.8993 0.3701 -3.2240 -0.41
H -3.0344 1.9358 -2.3999 0.08
H 1.2912 1.3804 -3.3415 0.14
H 1.3979 -0.9731 -1.7192 0.06
H 2.0319 -0.4879 -4.9025 0.07
H 0.9773 -2.7436 3.6007 0.08
H -0.4920 1.0452 -1.7016 0.12
H -0.0871 -3.7652 2.4796 0.07
H 1.7164 0.4540 -1.4099 0.06
H -0.5905 0.6327 6.0072 0.08
H 1.4840 -1.4733 1.8716 0.06
H -1.6662 1.6648 6.9375 0.07
H -3.1452 0.1717 -2.5217 0.08
H -3.4639 1.1871 -3.9315 0.08
H -0.9587 -0.5352 -2.3448 0.12
H 0.8408 -1.5708 -4.2867 0.08
H -0.1385 2.2156 4.5945 0.07
H 0.0029 2.1081 6.8916 0.07
H 1.6116 -3.8832 2.4752 0.06
H 0.3872 -0.2185 -5.2398 0.07
```

Values from the calculation:
Net charge: -1
Lowest unoccupied orbital energy: 2.90 eV
ΔE to the lowest compared entry with this formula, charge and spin: 30.6 kcal/mol
Spin multiplicity: 1
E_HOMO: -3.95 eV
Orbital gap: 6.85 eV
Energy: -84205.791 eV